P:
A structure of composition C28H41Co2O6Si4. Source: OMol25; level of theory: ωB97M-V/def2-TZVPD.

Net charge = -1

Element x y z (Å)
1 C 3.840 1.073 -2.196
2 Si 2.206 0.240 -1.748
3 C 1.308 1.433 -0.605
4 C 1.256 -0.006 -3.358
5 Si 2.423 -1.859 -0.722
6 Si 1.948 -3.648 -2.164
7 C 2.978 -3.548 -3.744
8 C 2.333 -5.296 -1.338
9 C 0.130 -3.618 -2.646
10 Si 4.717 -2.123 -0.245
11 C 5.813 -2.064 -1.779
12 C 5.256 -0.719 0.891
13 C 5.097 -3.752 0.625
14 C 1.468 -1.918 0.975
15 C -0.050 -1.914 1.040
16 C -0.687 -2.757 2.118
17 C -0.884 -1.182 0.271
18 H 3.596 2.053 -2.637
19 H 4.485 1.262 -1.328
20 H 4.424 0.514 -2.936
21 H 1.248 2.427 -1.078
22 H 0.281 1.118 -0.382
23 H 1.835 1.541 0.352
24 H 1.049 0.989 -3.781
25 H 1.828 -0.577 -4.103
26 H 0.293 -0.511 -3.218
27 H 2.586 -4.295 -4.453
28 H 2.925 -2.568 -4.235
29 H 4.037 -3.782 -3.574
30 H 1.842 -6.098 -1.912
31 H 3.409 -5.514 -1.309
32 H 1.951 -5.343 -0.309
33 H -0.074 -4.485 -3.295
34 H -0.525 -3.695 -1.767
35 H -0.151 -2.713 -3.199
36 H 6.860 -2.051 -1.436
37 H 5.688 -2.944 -2.421
38 H 5.659 -1.171 -2.396
39 H 6.337 -0.819 1.078
40 H 5.081 0.279 0.472
41 H 4.744 -0.769 1.862
42 H 6.126 -3.706 1.015
43 H 4.430 -3.937 1.477
44 H 5.035 -4.619 -0.045
45 H 1.823 -2.831 1.473
46 H 1.866 -1.085 1.581
47 H 0.065 -3.175 2.793
48 H -1.378 -2.147 2.722
49 H -1.276 -3.585 1.687
50 H -1.933 -1.130 0.551
51 H -0.586 -0.656 -0.635
52 O -3.310 6.533 -2.840
53 C -3.451 5.998 -1.824
54 Co -3.691 5.194 -0.288
55 C -5.027 6.250 0.119
56 O -5.934 6.931 0.354
57 C -4.738 3.837 -0.636
58 O -5.510 3.006 -0.866
59 C -2.758 5.067 1.424
60 C -3.123 3.923 2.179
61 C -3.961 3.678 3.209
62 C -4.814 2.523 3.357
63 C -6.085 2.718 3.950
64 C -6.996 1.676 4.018
65 C -6.633 0.396 3.564
66 C -5.344 0.170 3.052
67 C -4.432 1.221 2.954
68 Co -1.987 3.581 0.866
69 C -1.273 4.149 -0.664
70 O -0.612 4.398 -1.585
71 C -2.772 2.153 0.233
72 O -3.225 1.188 -0.226
73 C -0.632 2.893 1.776
74 O 0.152 2.310 2.403
75 H -2.370 5.991 1.861
76 H -4.115 4.520 3.889
77 H -6.313 3.717 4.328
78 H -7.985 1.853 4.437
79 H -7.358 -0.418 3.600
80 H -5.034 -0.834 2.744
81 H -3.396 1.062 2.623

Atom charges from the Mulliken analysis, given in e for atoms 1 to 2: -1.17, 0.38

=====

Q:
A structure of composition C28H41Co2O6Si4. Source: OMol25; level of theory: ωB97M-V/def2-TZVPD.

Net charge = -1

Element x y z (Å)
1 C 3.767 1.174 -2.088
2 Si 2.211 0.202 -1.731
3 C 1.137 1.351 -0.726
4 C 1.350 0.075 -3.383
5 Si 2.568 -1.942 -0.842
6 Si 1.975 -3.787 -2.143
7 C 2.901 -3.813 -3.761
8 C 2.367 -5.414 -1.314
9 C 0.173 -3.907 -2.616
10 Si 4.825 -2.163 -0.257
11 C 5.951 -2.081 -1.743
12 C 5.466 -0.830 0.884
13 C 5.303 -3.760 0.588
14 C 1.598 -2.131 0.759
15 C 0.106 -2.212 0.711
16 C -0.635 -2.863 1.831
17 C -0.594 -1.666 -0.270
18 H 3.514 2.108 -2.586
19 H 4.285 1.407 -1.162
20 H 4.421 0.592 -2.733
21 H 1.108 2.330 -1.199
22 H 0.130 0.947 -0.707
23 H 1.510 1.439 0.292
24 H 1.150 1.068 -3.778
25 H 1.977 -0.464 -4.088
26 H 0.404 -0.451 -3.291
27 H 2.532 -4.631 -4.376
28 H 2.752 -2.877 -4.293
29 H 3.964 -3.955 -3.589
30 H 1.980 -6.229 -1.920
31 H 3.441 -5.538 -1.213
32 H 1.911 -5.456 -0.329
33 H 0.032 -4.743 -3.298
34 H -0.439 -4.069 -1.733
35 H -0.152 -2.995 -3.109
36 H 6.987 -2.105 -1.413
37 H 5.775 -2.929 -2.399
38 H 5.785 -1.164 -2.299
39 H 6.525 -0.995 1.065
40 H 5.341 0.151 0.435
41 H 4.938 -0.854 1.834
42 H 6.355 -3.718 0.858
43 H 4.714 -3.911 1.489
44 H 5.155 -4.603 -0.081
45 H 2.001 -3.022 1.243
46 H 1.904 -1.273 1.360
47 H 0.039 -3.289 2.577
48 H -1.288 -2.151 2.345
49 H -1.260 -3.672 1.448
50 H -1.664 -1.664 -0.251
51 H -0.122 -1.225 -1.124
52 O -3.235 6.484 -2.236
53 C -3.667 5.952 -1.328
54 Co -4.339 5.126 0.134
55 C -5.532 6.150 0.977
56 O -6.272 6.771 1.580
57 C -5.218 3.617 -0.334
58 O -5.776 2.654 -0.569
59 C -2.692 5.282 1.353
60 C -3.440 4.071 1.658
61 C -4.485 4.119 2.699
62 C -5.175 2.991 3.115
63 C -6.450 3.092 3.740
64 C -7.160 1.962 4.051
65 C -6.635 0.705 3.787
66 C -5.389 0.572 3.187
67 C -4.674 1.684 2.846
68 Co -1.592 3.640 0.846
69 C -0.801 4.352 -0.646
70 O -0.307 4.798 -1.570
71 C -2.223 2.000 0.387
72 O -2.653 0.972 0.151
73 C -0.491 3.433 2.257
74 O 0.179 3.305 3.168
75 H -2.292 5.765 2.245
76 H -4.868 5.094 2.961
77 H -6.891 4.068 3.880
78 H -8.160 2.053 4.448
79 H -7.214 -0.170 4.025
80 H -4.996 -0.408 2.964
81 H -3.727 1.576 2.349

Atom charges from the Mulliken analysis, given in e for atoms 1 to 2: -1.22, 0.78

=====

Stability, lowest: Q

=====

P:
The molecule C4H5OP. Source: OMol25; level of theory: ωB97M-V/def2-TZVPD.

Structure (SMILES) = O=C1[C@@H]2CCP12
Net charge = 0

Element x y z (Å)
1 C -0.474 0.213 0.897
2 C -1.677 0.336 0.026
3 C 0.877 0.394 0.214
4 C 0.554 -0.752 -0.770
5 O -2.397 1.172 -0.458
6 P -0.920 -1.437 0.131
7 H -0.421 0.278 1.939
8 H 1.143 1.231 -0.307
9 H 1.568 0.289 1.063
10 H 0.405 -0.187 -1.727
11 H 1.343 -1.537 -1.008

Atom charges from the Mulliken analysis, given in e for atoms 1 to 2: 0.05, 0.09

=====

Q:
The molecule C4H5OP. Source: OMol25; level of theory: ωB97M-V/def2-TZVPD.

Structure (SMILES) = C1=C2OP2CC1
Net charge = 0

Element x y z (Å)
1 C 0.519 -1.370 0.099
2 C 2.179 -1.072 0.342
3 C -0.257 -0.093 0.370
4 C 0.592 0.881 -0.442
5 O 3.063 -0.650 -0.539
6 P 2.397 0.685 0.287
7 H 0.065 -2.323 0.297
8 H -1.217 -0.057 -0.302
9 H -0.521 0.070 1.454
10 H 0.758 0.791 -1.502
11 H 0.449 1.882 -0.206

Atom charges from the Mulliken analysis, given in e for atoms 1 to 2: -0.55, 0.27

=====

Stability, lowest: Q

=====

P:
The molecule C18H23NO. Source: OMol25; level of theory: ωB97M-V/def2-TZVPD.

Structure (SMILES) = CCCCCCCc1ccc(-c2ccc(O)cc2)nc1
Net charge = 0

Element x y z (Å)
1 C 3.366 2.670 -0.011
2 C 4.284 1.867 -0.926
3 C 5.214 0.922 -0.166
4 C 4.520 -0.230 0.565
5 C 3.831 -1.235 -0.368
6 C 2.319 -1.043 -0.496
7 H 2.086 0.003 -0.698
8 H 1.955 -1.630 -1.343
9 C 1.560 -1.487 0.762
10 C 0.094 -1.229 0.600
11 C -0.773 -2.194 0.100
12 C -2.110 -1.891 -0.074
13 C -2.564 -0.610 0.250
14 N -1.734 0.310 0.742
15 C -0.464 0.009 0.906
16 H 0.150 0.805 1.312
17 C -3.965 -0.203 0.095
18 C -4.832 -0.837 -0.791
19 C -6.146 -0.428 -0.908
20 C -6.624 0.627 -0.139
21 C -5.762 1.275 0.743
22 C -4.452 0.865 0.851
23 H -3.776 1.364 1.527
24 H -6.144 2.096 1.329
25 O -7.911 1.057 -0.220
26 H -8.394 0.527 -0.866
27 H -6.808 -0.926 -1.605
28 H -4.481 -1.645 -1.416
29 H -2.793 -2.643 -0.436
30 H -0.402 -3.181 -0.142
31 H 1.934 -0.940 1.629
32 H 1.736 -2.552 0.930
33 H 4.013 -2.251 -0.007
34 H 4.281 -1.163 -1.360
35 H 5.283 -0.752 1.148
36 H 3.800 0.175 1.276
37 H 5.778 1.505 0.567
38 H 5.936 0.500 -0.871
39 H 3.687 1.301 -1.642
40 H 4.901 2.564 -1.499
41 H 2.683 2.022 0.532
42 H 3.951 3.234 0.713
43 H 2.772 3.372 -0.593

Atom charges from the Mulliken analysis, given in e for atoms 1 to 2: -1.02, -0.31

=====

Q:
The molecule C18H23NO. Source: OMol25; level of theory: ωB97M-V/def2-TZVPD.

Structure (SMILES) = c1ccc2c(OCCCCN3CCCC3)cccc2c1
Net charge = 0

Element x y z (Å)
1 C 3.397 -0.613 -1.439
2 C 2.517 -1.299 -2.227
3 C 1.258 -1.699 -1.733
4 C 0.332 -2.407 -2.528
5 C -0.876 -2.776 -2.012
6 C -1.234 -2.445 -0.697
7 C -0.366 -1.741 0.104
8 C 0.918 -1.370 -0.396
9 C 1.852 -0.677 0.399
10 C 3.064 -0.303 -0.112
11 H 3.773 0.231 0.503
12 H 1.591 -0.452 1.422
13 O -0.632 -1.337 1.374
14 C -1.966 -1.326 1.842
15 C -2.112 -0.240 2.910
16 H -3.008 -0.462 3.492
17 C -2.235 1.168 2.321
18 C -0.915 1.691 1.747
19 N -1.145 2.850 0.892
20 C 0.046 3.655 0.679
21 C 0.854 2.962 -0.436
22 H 1.413 3.682 -1.031
23 H 1.562 2.252 -0.007
24 C -0.219 2.231 -1.255
25 H 0.001 1.165 -1.325
26 H -0.301 2.622 -2.267
27 C -1.526 2.474 -0.463
28 H -2.177 1.602 -0.462
29 H -2.076 3.314 -0.896
30 H 0.609 3.778 1.603
31 H -0.284 4.642 0.340
32 H -0.404 0.889 1.205
33 H -0.272 1.999 2.575
34 H -2.578 1.856 3.095
35 H -2.995 1.162 1.538
36 H -1.250 -0.291 3.577
37 H -2.660 -1.121 1.018
38 H -2.209 -2.310 2.267
39 H -2.197 -2.761 -0.328
40 H -1.582 -3.328 -2.615
41 H 0.598 -2.652 -3.546
42 H 2.772 -1.549 -3.247
43 H 4.357 -0.309 -1.830

Atom charges from the Mulliken analysis, given in e for atoms 1 to 2: -0.56, -0.85

=====

Stability, lowest: Q

=====

P:
A cluster of 2 separate species, CH2N2O2S in total. Source: OMol25; level of theory: ωB97M-V/def2-TZVPD.

Net charge = 0

Element x y z (Å)
1 C 0.142 0.602 -1.259
2 N 0.828 1.035 -2.116
3 N -0.412 0.408 -0.085
4 O 1.376 1.173 -3.121
5 O 1.465 -1.773 -0.516
6 S 2.643 -1.401 -1.441
7 H -0.054 -0.414 0.365
8 H -1.445 0.137 -0.148

Atom charges from the Mulliken analysis, given in e for atoms 1 to 2: 0.22, 0.45

=====

Q:
The molecule CH2N2O2S. Source: OMol25; level of theory: ωB97M-V/def2-TZVPD.

Structure (SMILES) = O=[N+]([O-])NC=S
Net charge = 0

Element x y z (Å)
1 C 1.124 0.502 -0.025
2 N 0.030 -0.276 0.015
3 N -1.410 -0.062 -0.054
4 O -1.769 1.046 -0.015
5 O -1.976 -1.082 -0.080
6 S 2.560 -0.334 -0.070
7 H 1.199 1.539 -0.051
8 H 0.243 -1.333 0.279

Atom charges from the Mulliken analysis, given in e for atoms 1 to 2: 0.00, -0.30

=====

Stability, lowest: P